1.
The following is a quantum chemistry calculation of a 2-piece molecular cluster, CHFIPS overall, from OMol25.

Its gap between HOMO and LUMO (spin up / spin down) is 0.2667 / 0.2761 Ha. The calculation puts the HOMO energy (spin up / spin down) at -9.73 / -8.92 eV.

Each line ends with the Löwdin charge.
Geometry (Å):
C  0.575  0.244  0.836  -1.29
F  1.644  -0.536  0.751  -0.12
P  -0.312  0.509  -0.695  0.36
S  0.388  1.309  2.056  0.68
I  0.377  -1.366  -2.066  0.31
H  -2.671  -0.161  -0.882  0.06



2.
The following is a quantum chemistry calculation of CHFIPS as an isolated structure, from OMol25.

Its gap between HOMO and LUMO (spin up / spin down) is 0.2124 / 0.2858 Ha. The calculation puts the HOMO energy (spin up / spin down) at -8.72 / -9.75 eV.

Each line ends with the Löwdin charge.
Geometry (Å):
C  0.389  0.474  -0.212  -1.21
F  -0.790  0.804  -0.962  -0.22
P  -0.295  -0.660  1.143  0.35
S  0.945  1.756  0.743  0.64
I  -1.656  -2.496  0.290  0.27
H  1.406  0.121  -1.001  0.17



Verdict on stability: 2 comes out on top.



1.
The following is a quantum chemistry calculation of C4H7FS as an isolated structure, from OMol25.

Its gap between HOMO and LUMO is 0.3579 Ha. The calculation puts the HOMO energy at -9.17 eV.

Each line ends with the Löwdin charge.
Geometry (Å):
C  -1.847  -0.508  0.697  -0.42
C  0.273  0.568  -0.504  -0.74
C  0.883  1.646  0.126  0.07
C  1.195  -0.671  -0.656  -0.21
H  -2.374  0.228  1.523  0.07
H  -2.761  -1.221  0.200  0.06
H  -0.885  -1.250  1.269  0.13
H  1.920  1.471  0.204  0.05
H  0.270  2.496  0.278  0.05
H  1.415  -0.811  -1.794  0.14
H  0.693  -1.609  -0.382  0.09
F  2.500  -0.520  -0.011  -0.11
S  -1.282  0.181  -0.951  0.82



2.
The following is a quantum chemistry calculation of one molecule with the formula C4H7FS, from OMol25.

The SMILES is F/C=C\CCS. Its gap between HOMO and LUMO is 0.3627 Ha. The calculation puts the HOMO energy at -8.95 eV.

Each line ends with the Löwdin charge.
Geometry (Å):
F  -2.392  -1.104  0.211  0.00
C  -2.355  0.161  -0.291  -0.14
C  -1.283  0.944  -0.108  -0.14
C  -0.052  0.670  0.726  -0.22
C  0.814  0.079  -0.467  -0.62
S  2.460  -0.359  -0.030  0.72
H  -3.180  0.386  -0.909  0.09
H  -1.278  1.963  -0.561  0.12
H  0.297  1.510  1.331  0.11
H  -0.307  -0.213  1.348  0.11
H  0.195  -0.728  -0.843  0.08
H  0.760  0.806  -1.222  0.05
H  2.941  0.837  0.264  -0.15



3.
The following is a quantum chemistry calculation of one molecule with the formula C4H7FS, from OMol25.

The SMILES is FCCCC=S. Its gap between HOMO and LUMO is 0.3139 Ha. The calculation puts the HOMO energy at -8.80 eV.

Each line ends with the Löwdin charge.
Geometry (Å):
F  2.079  -1.130  0.079  -0.09
C  1.728  0.227  -0.161  -0.18
C  0.327  0.547  0.347  -0.20
C  -0.643  -0.276  -0.509  -0.22
C  -1.945  -0.540  0.444  -0.64
S  -3.438  -0.285  -0.080  0.68
H  2.485  0.692  0.396  0.10
H  1.750  0.371  -1.258  0.13
H  0.177  0.262  1.321  0.07
H  0.244  1.623  0.259  0.12
H  -1.026  0.339  -1.360  0.10
H  -0.129  -1.114  -0.922  0.09
H  -1.612  -0.717  1.444  0.03



4.
The following is a quantum chemistry calculation of one molecule with the formula C4H7FS, from OMol25.

The SMILES is C/C(F)=C/CS. Its gap between HOMO and LUMO is 0.3651 Ha. The calculation puts the HOMO energy at -9.02 eV.

Each line ends with the Löwdin charge.
Geometry (Å):
C  -0.749  0.231  -2.171  -0.02
C  0.132  0.086  -0.987  -0.37
F  1.430  -0.035  -1.320  0.06
C  -0.273  -0.018  0.261  -0.13
C  0.672  -0.190  1.440  -0.55
S  -0.066  0.476  2.983  0.67
H  -0.568  1.166  -2.621  0.07
H  -1.811  0.059  -1.808  0.11
H  -0.575  -0.546  -2.873  0.07
H  -1.324  0.071  0.491  0.10
H  1.649  0.276  1.246  0.08
H  0.735  -1.264  1.655  0.07
H  0.748  -0.312  3.703  -0.15



Verdict on stability: 4 comes out on top.



1.
The following is a quantum chemistry calculation of C41H37BrF4LaN7O2 as an isolated structure, from OMol25.

Its gap between HOMO and LUMO is 0.2288 Ha. The calculation puts the HOMO energy at -6.87 eV.

Each line ends with the Löwdin charge.
Geometry (Å):
La  0.141  0.473  -0.041  1.95
C  -4.171  2.521  -0.994  -0.03
C  -4.108  2.826  -2.342  -0.03
C  -3.210  2.143  -3.139  0.00
C  -2.396  1.177  -2.556  -0.22
N  -2.389  0.942  -1.246  0.05
C  -3.273  1.598  -0.492  -0.15
C  -1.544  0.282  -3.382  -0.21
C  -1.938  -0.015  -4.680  0.00
C  -1.222  -0.955  -5.394  -0.03
C  -0.146  -1.568  -4.785  0.00
C  0.198  -1.208  -3.484  -0.19
N  -0.491  -0.294  -2.791  0.11
C  1.348  -1.865  -2.801  -0.24
C  2.198  -2.735  -3.477  -0.03
C  3.237  -3.334  -2.789  -0.06
C  3.407  -3.033  -1.452  -0.04
C  2.521  -2.148  -0.860  -0.14
N  1.502  -1.582  -1.506  0.05
H  -4.861  3.018  -0.327  0.12
H  -4.747  3.588  -2.768  0.12
H  -3.127  2.362  -4.193  0.11
H  -3.237  1.384  0.567  0.10
H  -2.818  0.446  -5.102  0.11
H  -1.513  -1.228  -6.399  0.12
H  0.403  -2.330  -5.311  0.10
H  2.072  -2.934  -4.528  0.10
H  3.910  -4.011  -3.299  0.12
H  4.208  -3.458  -0.863  0.12
H  2.642  -1.885  0.178  0.09
C  -2.453  -0.622  3.241  -0.08
C  -3.324  -1.067  2.078  -0.26
N  -2.574  -1.621  0.940  -0.18
C  -3.545  -1.951  -0.107  -0.27
C  -2.938  -2.505  -1.383  -0.08
C  -1.806  -2.809  1.342  -0.18
C  -0.399  -2.827  0.758  -0.24
N  0.411  -1.734  1.273  -0.15
C  1.391  -1.979  2.157  -0.24
C  2.030  -0.836  2.696  -0.17
F  1.548  0.365  2.258  -0.02
C  3.055  -0.852  3.605  -0.25
F  3.560  0.319  4.032  0.08
C  3.582  -2.046  4.067  0.04
C  3.005  -3.189  3.552  -0.23
F  3.473  -4.389  3.943  0.08
C  1.968  -3.183  2.635  -0.14
F  1.539  -4.399  2.211  0.05
H  -2.960  0.144  3.827  0.08
H  -1.512  -0.188  2.904  0.05
H  -2.212  -1.443  3.916  0.07
H  -3.903  -0.221  1.701  0.09
H  -4.071  -1.803  2.423  0.12
H  -4.098  -1.038  -0.341  0.10
H  -4.282  -2.672  0.289  0.12
H  -2.134  -1.864  -1.743  0.04
H  -3.700  -2.560  -2.163  0.08
H  -2.534  -3.509  -1.251  0.07
H  -2.347  -3.722  1.053  0.12
H  -1.718  -2.836  2.427  0.11
H  -0.467  -2.745  -0.334  0.08
H  0.028  -3.810  0.948  0.11
H  4.384  -2.083  4.787  0.13
O  -1.211  3.662  -0.915  0.05
C  -1.305  3.576  0.295  -0.48
N  -0.915  2.499  1.070  -0.03
C  -1.136  2.806  2.398  -0.45
O  -0.826  2.124  3.355  0.06
C  -1.829  4.138  2.477  -0.09
C  -2.329  4.847  3.551  0.00
C  -2.935  6.068  3.275  -0.08
C  -3.027  6.551  1.969  -0.08
C  -2.517  5.826  0.897  -0.01
C  -1.921  4.615  1.188  -0.10
H  -2.246  4.465  4.560  0.12
H  -3.342  6.661  4.084  0.10
H  -3.502  7.508  1.795  0.10
H  -2.574  6.192  -0.120  0.12
C  1.685  2.247  -0.953  -0.37
H  1.581  3.112  -0.286  -0.05
H  1.294  2.569  -1.929  -0.05
H  2.751  2.041  -1.067  -0.10
Br  4.269  0.200  -3.062  0.79
C  5.114  -0.116  -1.382  -0.74
C  6.387  -0.678  -1.385  -0.11
C  6.991  -0.863  -0.155  -0.06
C  6.321  -0.467  0.997  -0.05
C  5.059  0.084  0.866  -0.11
N  4.450  0.237  -0.313  0.06
H  6.870  -0.947  -2.312  0.10
H  7.980  -1.300  -0.096  0.11
H  6.764  -0.578  1.977  0.11
H  4.507  0.420  1.734  0.10



2.
The following is a quantum chemistry calculation of C41H37BrF4LaN7O2 as an isolated structure, from OMol25.

Its gap between HOMO and LUMO is 0.2396 Ha. The calculation puts the HOMO energy at -6.83 eV.

Each line ends with the Löwdin charge.
Geometry (Å):
La  -0.324  0.060  0.609  1.96
C  1.803  4.522  0.388  -0.03
C  1.580  4.841  -0.938  -0.04
C  1.466  3.814  -1.858  -0.02
C  1.560  2.501  -1.413  -0.24
N  1.710  2.180  -0.125  0.10
C  1.839  3.184  0.745  -0.12
C  1.519  1.391  -2.416  -0.19
C  2.110  1.624  -3.655  0.00
C  2.097  0.629  -4.610  -0.03
C  1.519  -0.581  -4.284  -0.01
C  0.986  -0.752  -3.012  -0.20
N  0.958  0.219  -2.096  0.13
C  0.359  -2.067  -2.669  -0.23
C  0.786  -3.230  -3.302  -0.01
C  0.053  -4.392  -3.132  -0.05
C  -1.068  -4.358  -2.321  -0.06
C  -1.363  -3.178  -1.659  -0.13
N  -0.666  -2.055  -1.814  0.10
H  1.908  5.282  1.147  0.11
H  1.484  5.872  -1.252  0.11
H  1.261  4.024  -2.896  0.12
H  1.935  2.910  1.784  0.10
H  2.581  2.574  -3.850  0.11
H  2.527  0.793  -5.588  0.11
H  1.462  -1.381  -5.007  0.11
H  1.669  -3.221  -3.922  0.11
H  0.355  -5.305  -3.627  0.11
H  -1.686  -5.231  -2.167  0.11
H  -2.198  -3.129  -0.972  0.05
C  0.623  -1.866  4.204  -0.07
C  0.095  -3.101  3.505  -0.26
N  0.366  -3.193  2.060  -0.15
C  -0.469  -4.290  1.512  -0.23
C  0.191  -5.269  0.550  -0.09
C  1.805  -3.257  1.754  -0.18
C  2.181  -2.284  0.639  -0.24
N  1.987  -0.919  1.092  -0.15
C  2.914  -0.371  1.908  -0.23
C  2.496  0.656  2.777  -0.18
F  1.161  0.995  2.737  -0.04
C  3.307  1.307  3.673  -0.23
F  2.763  2.271  4.447  0.08
C  4.649  0.983  3.793  0.05
C  5.097  -0.026  2.964  -0.21
F  6.401  -0.393  3.011  0.07
C  4.284  -0.682  2.055  -0.14
F  4.872  -1.621  1.270  0.06
H  0.311  -1.884  5.250  0.08
H  0.211  -0.962  3.762  0.04
H  1.709  -1.794  4.194  0.07
H  -0.990  -3.124  3.627  0.10
H  0.480  -4.008  4.007  0.12
H  -1.351  -3.850  1.036  0.06
H  -0.862  -4.880  2.351  0.11
H  0.687  -4.777  -0.287  0.06
H  -0.582  -5.924  0.138  0.08
H  0.918  -5.907  1.046  0.07
H  2.148  -4.268  1.531  0.11
H  2.366  -2.958  2.641  0.11
H  1.516  -2.465  -0.216  0.08
H  3.194  -2.497  0.292  0.11
H  5.302  1.484  4.488  0.13
O  -1.795  2.774  -2.732  0.06
C  -1.749  3.053  -1.549  -0.45
N  -1.263  2.258  -0.529  0.02
C  -1.301  2.982  0.626  -0.48
O  -0.834  2.560  1.682  -0.04
C  -1.908  4.328  0.387  -0.09
C  -2.150  5.397  1.221  0.00
C  -2.707  6.536  0.640  -0.07
C  -2.994  6.582  -0.723  -0.07
C  -2.737  5.489  -1.551  0.00
C  -2.194  4.370  -0.961  -0.09
H  -1.917  5.352  2.276  0.12
H  -2.921  7.401  1.253  0.10
H  -3.425  7.481  -1.142  0.10
H  -2.943  5.519  -2.612  0.12
C  -2.047  -0.193  2.454  -0.42
H  -3.048  0.106  2.117  -0.07
H  -1.753  0.529  3.226  -0.05
H  -2.163  -1.162  2.953  -0.08
Br  -4.048  -2.460  0.958  0.83
C  -4.041  -1.474  -0.664  -0.74
C  -5.075  -1.715  -1.560  -0.11
C  -5.056  -1.034  -2.761  -0.06
C  -4.012  -0.154  -3.013  -0.04
C  -3.033  -0.002  -2.052  -0.14
N  -3.046  -0.643  -0.876  0.01
H  -5.857  -2.416  -1.311  0.10
H  -5.836  -1.197  -3.492  0.11
H  -3.946  0.408  -3.932  0.11
H  -2.199  0.658  -2.234  0.07



Verdict on stability: 2 comes out on top.